1.
C36H41AsCoN5O2 as an isolated structure at a distorted geometry. Source: the Open Molecules 2025 dataset; level of theory: wB97M-V/def2-TZVPD.

Its largest force on an atom is 4.01 eV/Å. For the energy above the lowest of the compared OMol25 structures with the same formula, charge and spin, the calculation gives 439.8 kJ/mol. The expectation value of S² is 3.759. The total energy comes out at -5438.990929 a.u. Its net charge is +1. As for the multiplicity: 4. The calculation puts the LUMO energy (alpha / beta) at -2.096 / -2.125 eV. Its HOMO-LUMO gap (alpha / beta) is 6.961 / 6.926 eV.

Geometry as XYZ:
```
86
Properties=species:S:1:pos:R:3:forces:R:3
Co 0.380517 -0.981231 0.738931 0.261 0.145 -0.610
C 2.595871 -2.879052 -0.510917 -0.003 0.004 -0.035
N 1.165870 -2.618013 -0.704053 -0.009 0.088 0.009
C 0.364198 -3.837725 -0.610954 -0.028 0.039 0.049
C -1.006314 -3.588326 -0.031339 0.070 0.015 -0.016
C -1.983392 -4.573129 -0.079736 -0.036 -0.011 -0.058
C -3.220765 -4.316296 0.476892 -0.014 -0.018 0.001
C -3.458266 -3.068396 1.037680 -0.011 -0.004 -0.004
C -2.434594 -2.146366 1.042358 0.000 0.029 -0.161
N -1.220682 -2.407673 0.539043 -0.071 -0.055 0.325
C 0.898276 -1.905181 -1.974881 0.073 0.008 -0.078
C 1.558521 -0.552286 -1.955702 0.096 0.051 0.190
C 2.248352 -0.030133 -3.035485 0.584 -0.840 0.622
C 2.846349 1.212969 -2.904044 1.741 -2.541 0.861
C 2.736996 1.892824 -1.701791 2.154 -2.517 2.149
C 2.013822 1.309852 -0.679528 0.854 -0.022 -0.289
N 1.446267 0.110487 -0.801933 -0.142 -0.546 0.079
C 3.106799 -2.445246 0.840074 -0.092 0.042 -0.073
C 4.253333 -3.013733 1.375629 0.059 0.020 -0.006
C 4.796803 -2.476357 2.528031 0.010 -0.015 0.003
C 4.186486 -1.370982 3.100506 0.020 0.014 -0.004
C 3.025035 -0.895674 2.525611 0.000 0.016 -0.088
N 2.471972 -1.431615 1.432767 -0.075 -0.093 0.251
H 3.160035 -2.308502 -1.253263 0.012 0.013 0.005
H 2.841373 -3.930167 -0.681962 -0.010 -0.007 -0.019
H 0.881872 -4.560184 0.023605 0.000 0.038 0.044
H 0.252578 -4.302744 -1.597798 0.029 -0.066 0.017
H -1.767803 -5.522582 -0.552415 -0.003 0.001 -0.001
H -3.995141 -5.071596 0.463234 -0.005 0.005 -0.011
H -4.419126 -2.811755 1.460124 -0.009 0.005 -0.013
H -2.575458 -1.146980 1.432284 0.034 -0.068 0.004
H -0.179073 -1.745861 -2.045882 0.037 -0.068 -0.051
H 1.237660 -2.491047 -2.837103 0.053 -0.037 0.024
H 2.311504 -0.587520 -3.960359 -0.008 -0.004 0.016
H 3.392757 1.646164 -3.730702 0.922 -1.394 0.532
H 3.192401 2.862972 -1.560131 0.405 -1.737 0.138
H 1.869699 1.814897 0.268721 -0.001 0.026 0.019
H 4.716847 -3.857064 0.880895 -0.002 0.000 0.000
H 5.687740 -2.904977 2.967060 0.007 0.009 -0.008
H 4.591934 -0.893944 3.981256 -0.002 0.004 0.005
H 2.512745 -0.039274 2.946698 -0.021 -0.030 0.014
C 1.888067 4.199547 -1.620900 -0.712 1.460 -0.156
C 1.043151 3.271186 -2.457291 -1.436 1.312 -0.741
C 1.614775 2.667345 -3.569898 -2.309 2.647 -1.931
C 0.864950 1.810908 -4.362387 -0.750 1.160 -0.552
C -0.451478 1.557558 -4.037767 0.173 0.008 -0.147
C -1.053769 2.180657 -2.941434 -0.475 -0.259 -0.166
N -2.426236 1.959276 -2.783543 0.147 0.350 -0.157
C -3.212825 2.022839 -1.628707 -0.004 -0.163 -0.049
C -4.468119 2.627471 -1.690855 -0.033 0.016 -0.067
C -5.274370 2.711983 -0.569652 0.077 -0.038 0.066
C -4.822135 2.222657 0.652564 0.017 0.014 -0.118
C -3.579701 1.615650 0.711657 0.098 0.011 0.084
C -2.782744 1.473835 -0.422615 -0.081 0.030 0.111
C -1.561867 0.611780 -0.347196 -0.172 -0.252 0.249
O -1.273233 -0.130907 -1.285809 -0.154 -0.031 -0.076
O -0.942038 0.591785 0.780830 -0.019 0.228 0.186
C -0.305862 3.051498 -2.135626 0.429 0.361 0.152
C -0.931433 3.803738 -0.987600 0.098 0.060 -0.026
H 2.927345 4.166869 -1.948614 -0.474 1.087 -0.164
H 1.853239 3.938298 -0.560047 0.003 0.104 -0.058
H 1.552724 5.235027 -1.704150 -0.159 0.034 -0.032
H 2.648014 2.879524 -3.820313 -1.270 1.427 -0.395
H 1.308096 1.337491 -5.229932 0.019 -0.030 0.031
H -1.044697 0.878655 -4.639122 0.028 -0.013 0.010
H -2.922188 1.745634 -3.632585 0.036 0.010 0.017
H -4.792339 3.054220 -2.632502 -0.018 0.009 0.007
H -6.244329 3.185847 -0.642965 -0.001 -0.003 0.000
H -5.432347 2.310223 1.540901 -0.009 0.007 0.002
H -3.202289 1.225926 1.651649 -0.043 0.029 -0.077
H -1.965117 4.070672 -1.200769 0.040 0.005 -0.008
H -0.391756 4.726665 -0.789415 0.016 0.020 -0.013
H -0.937548 3.217504 -0.063367 0.037 0.026 -0.018
C 0.623093 -1.485004 4.861804 0.002 0.004 0.039
As -0.230468 -0.610088 3.335091 0.114 -0.263 0.183
C 0.052863 1.255782 3.810789 -0.047 0.059 -0.033
C -2.056044 -0.814015 3.986513 -0.038 0.080 -0.027
H 0.337519 -0.977938 5.783258 0.001 -0.015 0.011
H 1.707987 -1.482677 4.775122 -0.029 0.011 -0.007
H 0.285829 -2.520248 4.908413 -0.003 -0.003 -0.001
H -0.572303 1.510918 4.665766 0.037 0.023 0.022
H -0.219995 1.875823 2.958470 -0.005 -0.005 0.015
H 1.095113 1.433012 4.074768 0.009 -0.006 -0.019
H -2.073601 -0.525349 5.036905 -0.037 -0.001 -0.001
H -2.380267 -1.848670 3.890762 0.005 -0.006 0.001
H -2.735675 -0.171481 3.428360 0.014 -0.004 0.018
```
Positions in Å, forces in eV/Å.

=====

2.
C36H41AsN2O5SeW as an isolated structure. Source: the Open Molecules 2025 dataset; level of theory: wB97M-V/def2-TZVPD.

Its largest force on an atom is 0.64 eV/Å. For the energy above the lowest of the compared OMol25 structures with the same formula, charge and spin, the calculation gives 20.4 kJ/mol. The total energy comes out at -6585.955639 a.u. Its net charge is +2. The calculation puts the LUMO energy at -7.523 eV. Its HOMO-LUMO gap is 6.200 eV.

Geometry as XYZ:
```
87
Properties=species:S:1:pos:R:3:forces:R:3
W -0.489739 -0.088573 0.181375 0.636 -0.016 -0.004
O 0.789947 -1.305526 -1.039579 -0.149 -0.057 -0.380
C 2.227276 -1.055042 -1.057963 0.053 0.040 0.043
C 2.653104 -0.703070 0.348728 -0.039 -0.067 0.003
N 1.763966 0.350288 0.888528 0.006 -0.020 0.070
C 2.109432 1.701836 0.348111 -0.012 -0.009 -0.065
C 0.983813 2.236142 -0.517827 0.140 0.194 0.131
O 0.731940 3.381410 -0.697915 0.058 -0.121 -0.090
O 0.281297 1.210795 -1.066385 -0.185 -0.194 -0.017
C 1.756770 0.362434 2.366340 0.035 -0.016 -0.030
C 0.389363 0.767780 2.876990 -0.039 0.055 0.074
O 0.104764 1.037257 3.986050 0.003 0.012 -0.012
O -0.565107 0.784810 1.856518 -0.152 -0.066 0.024
H 0.584872 -2.252144 -1.173240 0.021 -0.005 0.339
H 2.391624 -0.256625 -1.777969 -0.013 0.020 0.007
H 2.729096 -1.959267 -1.396506 -0.033 0.016 -0.051
H 3.699312 -0.389238 0.369727 -0.001 0.013 -0.016
H 2.543180 -1.576121 0.986575 -0.004 -0.020 0.018
H 3.003548 1.641739 -0.276105 0.009 0.001 0.020
H 2.322462 2.405531 1.149389 -0.055 0.006 0.012
H 2.509465 1.031869 2.781355 0.005 -0.002 0.011
H 1.947270 -0.639298 2.748688 -0.005 0.016 -0.005
C -8.236130 0.305284 1.811581 0.001 0.002 -0.005
C -6.866715 0.533938 1.245907 -0.033 -0.014 -0.001
C -6.611188 0.342750 -0.110311 0.009 -0.002 0.004
C -5.360113 0.558108 -0.662005 -0.003 -0.029 0.020
C -5.174984 0.334401 -2.136950 0.030 0.042 -0.016
C -4.328777 0.978948 0.202366 -0.054 -0.010 0.062
As -2.577369 1.222503 -0.474463 -0.049 -0.092 0.023
N -1.957512 -0.832300 -0.624368 -0.381 0.414 0.049
C -2.918555 -1.835164 -0.823952 0.132 -0.135 -0.041
C -3.799677 -2.141377 0.213811 -0.012 0.071 -0.024
C -4.708929 -3.172110 0.043447 -0.005 0.008 -0.001
C -4.741322 -3.885182 -1.148448 -0.006 -0.011 0.003
C -3.853030 -3.578950 -2.172865 0.005 -0.002 -0.028
C -2.934582 -2.555439 -2.015374 -0.026 -0.058 0.001
C -2.560779 2.223109 -2.109097 0.007 -0.012 -0.116
C -2.921081 3.555887 -1.855144 0.016 -0.021 -0.013
C -3.245460 4.068730 -0.473688 0.018 -0.003 -0.002
C -2.964555 4.435301 -2.927515 -0.007 -0.007 0.001
C -2.652255 4.031964 -4.218061 -0.003 0.029 -0.005
C -2.685956 5.001839 -5.361654 0.000 -0.001 -0.005
C -2.266895 2.710106 -4.422129 0.025 0.001 0.010
C -2.200699 1.786409 -3.391085 -0.045 0.019 0.046
C -1.787594 0.379422 -3.715893 -0.062 0.043 -0.066
C -4.559181 1.221198 1.569420 -0.020 -0.003 -0.032
C -3.542314 1.812191 2.507179 -0.017 0.005 -0.013
C -5.832687 0.975677 2.062292 0.038 0.024 0.013
H -8.849199 -0.298620 1.145798 0.000 -0.002 0.000
H -8.743026 1.261293 1.957263 -0.002 0.001 -0.003
H -8.183075 -0.184492 2.783285 0.000 0.001 0.000
H -7.413191 0.005282 -0.756092 -0.002 0.002 -0.003
H -5.979752 -0.287006 -2.524920 -0.001 0.001 -0.003
H -4.235065 -0.166816 -2.368033 -0.038 0.012 0.014
H -5.189216 1.283048 -2.677684 0.002 -0.006 -0.010
H -3.756689 -1.587930 1.142776 -0.005 0.003 -0.013
H -5.390797 -3.419703 0.845869 -0.007 0.000 -0.003
H -5.456059 -4.686751 -1.277397 -0.007 0.000 -0.002
H -3.872359 -4.143827 -3.095214 -0.003 0.000 -0.001
H -2.229814 -2.320035 -2.800364 0.027 0.013 -0.022
H -2.540707 3.702342 0.283766 -0.006 0.005 0.010
H -4.255582 3.796916 -0.162467 -0.016 -0.006 0.004
H -3.170041 5.154200 -0.450013 -0.001 -0.005 -0.001
H -3.239029 5.467178 -2.742883 -0.001 0.000 0.002
H -3.262507 5.890333 -5.112911 0.000 0.002 -0.003
H -3.118469 4.544079 -6.250589 0.001 0.002 -0.003
H -1.672952 5.319496 -5.615973 -0.002 0.000 -0.001
H -2.001343 2.387747 -5.422613 -0.002 0.003 0.001
H -1.293810 0.349110 -4.685701 -0.016 0.006 0.002
H -2.657479 -0.277436 -3.775366 0.009 -0.023 0.009
H -1.095885 -0.025231 -2.983238 0.086 -0.056 0.098
H -2.536624 1.852621 2.095702 -0.014 0.009 0.011
H -3.496667 1.250975 3.440239 0.011 -0.010 -0.003
H -3.834373 2.833979 2.758424 0.001 -0.005 0.008
H -6.026780 1.156361 3.113683 0.002 -0.001 0.000
Se -0.398547 -2.151458 1.701885 0.065 -0.033 0.047
C -0.126320 -3.683138 0.565234 -0.001 0.083 -0.075
C -1.212655 -4.430636 0.118862 0.068 -0.057 -0.021
C -0.995317 -5.563307 -0.656510 -0.026 0.028 0.063
C 0.292836 -5.959820 -0.980520 0.004 -0.015 -0.018
C 1.377939 -5.230354 -0.514539 0.041 -0.033 -0.032
C 1.172379 -4.099619 0.262263 -0.034 0.002 -0.043
H -2.219659 -4.154105 0.392452 -0.002 0.027 0.004
H -1.844412 -6.143054 -0.993573 0.005 -0.010 -0.001
H 0.455641 -6.849105 -1.574049 -0.007 0.003 -0.008
H 2.386758 -5.556429 -0.731138 -0.002 -0.003 0.001
H 2.025330 -3.577320 0.671800 0.035 0.023 0.047
```
Positions in Å, forces in eV/Å.